No. 1
C29H75N5O13Sr2 as an isolated structure, computed with ωB97M-V/def2-TZVPD.

Results
* E_LUMO: -4.875 eV

Structure (ORCA input):
```
! wB97M-V def2-TZVPD RIJCOSX def2/J DEFGRID3
* xyz 2 1
Sr -3.54 0.69 0.91
Sr 1.01 -0.49 3.36
C -0.53 0.24 0.88
O -1.11 0.82 -0.01
O -1.07 0.05 1.88
O 0.68 -0.02 0.88
C 1.53 -4.62 -1.41
O 1.39 -3.62 -2.40
C 0.62 -2.58 -1.77
C 0.32 -1.53 -2.91
N -0.40 -2.21 -3.98
C -0.63 -1.32 -5.13
C 0.70 -1.09 -6.06
O 0.88 -2.26 -6.80
C 1.51 -3.43 -6.20
H 2.33 -5.31 -1.68
H 0.58 -5.15 -1.26
H 1.86 -4.41 -0.40
H 1.26 -2.19 -0.98
H -0.36 -2.89 -1.39
H 1.30 -1.14 -3.17
H -0.32 -0.68 -2.68
H 0.34 -2.84 -4.27
H -0.87 -0.31 -4.80
H -1.51 -1.70 -5.65
H 1.60 -0.77 -5.53
H 0.48 -0.33 -6.81
H 2.31 -3.23 -5.49
H 1.88 -4.13 -6.95
H 0.72 -3.97 -5.67
C -7.91 0.55 0.58
O -6.71 1.40 0.98
C -6.52 2.43 0.03
C -5.79 2.01 -1.29
N -4.35 2.10 -1.05
C -3.57 1.66 -2.14
C -3.71 0.21 -2.40
O -3.65 -0.59 -1.19
C -3.05 -1.83 -1.54
H -8.25 -0.14 1.35
H -7.54 -0.06 -0.24
H -8.70 1.09 0.06
H -6.04 3.31 0.46
H -7.50 2.83 -0.21
H -5.92 2.60 -2.20
H -6.07 1.00 -1.56
H -4.04 3.04 -0.83
H -2.51 1.81 -1.94
H -3.74 2.19 -3.08
H -3.05 -0.12 -3.20
H -4.72 0.05 -2.77
H -3.51 -2.40 -2.35
H -3.07 -2.48 -0.67
H -1.99 -1.66 -1.74
C 6.86 -2.85 2.83
O 5.75 -2.13 2.12
C 5.09 -2.92 1.11
C 3.76 -2.27 0.60
N 3.83 -0.82 0.50
C 4.68 -0.26 -0.58
C 4.15 -0.54 -2.04
O 4.90 -1.59 -2.78
C 4.85 -1.39 -4.18
H 6.45 -3.79 3.20
H 7.54 -2.30 3.48
H 7.46 -3.12 1.96
H 4.87 -3.87 1.60
H 5.71 -3.14 0.25
H 3.14 -2.44 1.48
H 3.29 -2.86 -0.18
H 2.87 -0.51 0.38
H 5.72 -0.59 -0.53
H 4.68 0.82 -0.41
H 4.16 0.33 -2.69
H 3.08 -0.70 -1.99
H 4.04 -0.87 -4.69
H 5.17 -2.33 -4.63
H 5.74 -0.84 -4.48
C -1.65 -0.30 5.93
O -1.21 -0.83 4.72
H -0.87 -0.35 6.69
H -1.85 0.76 5.77
H -2.63 -0.73 6.17
H -1.88 -0.95 4.05
C 0.83 1.84 -2.75
O 0.05 2.51 -1.81
H 0.19 1.40 -3.52
H 1.45 2.52 -3.33
H 1.37 0.98 -2.36
H -0.12 1.87 -1.12
C 5.60 1.08 3.70
C 4.07 0.81 3.68
C 3.38 1.77 2.66
O 2.01 1.80 3.09
C 1.34 2.85 2.41
N 3.76 -0.60 3.35
H 6.17 0.51 4.44
H 5.72 2.13 3.96
H 5.91 0.77 2.70
H 3.68 1.08 4.66
H 3.53 1.43 1.64
H 3.91 2.72 2.74
H 1.50 3.72 3.05
H 0.27 2.65 2.30
H 1.60 3.02 1.37
H 4.44 -1.09 3.91
H 4.20 -0.81 2.46
C -2.44 4.67 3.06
C -2.84 3.24 2.66
C -4.18 2.82 3.33
O -4.48 1.41 3.14
C -5.58 0.90 3.96
N -2.91 3.11 1.21
H -1.49 4.81 2.55
H -2.27 4.87 4.11
H -3.14 5.43 2.71
H -2.01 2.62 2.98
H -4.99 3.47 2.99
H -4.26 3.06 4.39
H -6.54 0.99 3.45
H -5.69 1.25 4.98
H -5.31 -0.14 4.15
H -2.03 3.43 0.85
H -3.52 3.90 1.05
*
```

Atom charges from the Mulliken analysis, given in e for atoms 1 to 5: number 1, Sr, carries 1.5507; number 2, Sr, carries 1.6225; number 3, C, carries 0.5240; number 4, O, carries -0.4162; number 5, O, carries -0.6215

---

No. 2
A 10-piece molecular cluster, C29H76Br2Cl6N6O6 overall, computed with ωB97M-V/def2-TZVPD.

Results
* SMILES: COC[C@H](C)N.COC[C@H](C)N.COC[C@H](C)N.COC[C@H](C)N.COC[C@H](C)N.COC[C@H](C)N.BrCCBr.ClCCl.ClCCl.ClCCl
* E_LUMO: 0.257 eV

Structure (ORCA input):
```
! wB97M-V def2-TZVPD RIJCOSX def2/J DEFGRID3
* xyz 0 1
Br -2.09 -3.17 3.82
C -0.94 -1.59 3.85
C -1.01 -0.89 5.20
Br 0.31 0.57 5.06
H -1.17 -0.98 2.98
H 0.09 -1.92 3.72
H -0.74 -1.59 5.98
H -1.97 -0.41 5.36
C -8.21 2.59 -2.35
C -7.61 2.05 -3.67
C -6.50 1.05 -3.47
O -5.46 1.65 -2.74
C -4.36 0.78 -2.57
N -8.67 1.41 -4.47
H -7.53 3.21 -1.76
H -8.51 1.70 -1.78
H -9.13 3.15 -2.48
H -7.35 2.93 -4.26
H -6.14 0.75 -4.46
H -6.91 0.16 -2.96
H -3.72 1.25 -1.83
H -3.90 0.48 -3.51
H -4.71 -0.15 -2.08
H -9.22 0.74 -3.95
H -9.29 2.11 -4.86
C 2.54 2.43 1.51
C 3.96 2.31 2.04
C 5.03 2.75 1.03
O 6.27 2.97 1.68
C 7.31 3.19 0.74
N 4.14 2.93 3.37
H 1.86 1.90 2.17
H 2.51 2.03 0.49
H 2.24 3.49 1.47
H 4.13 1.23 2.14
H 4.75 3.70 0.55
H 5.11 1.94 0.30
H 8.22 2.73 1.13
H 7.49 4.27 0.66
H 7.06 2.82 -0.25
H 3.78 3.89 3.28
H 3.44 2.51 3.98
C 5.02 -4.99 -1.32
C 4.20 -5.68 -2.38
C 3.33 -4.71 -3.14
O 2.51 -4.00 -2.21
C 1.66 -3.07 -2.84
N 5.09 -6.36 -3.33
H 4.38 -4.68 -0.50
H 5.55 -4.09 -1.65
H 5.83 -5.57 -0.86
H 3.55 -6.43 -1.88
H 2.69 -5.21 -3.88
H 3.90 -3.95 -3.68
H 2.18 -2.20 -3.25
H 1.01 -2.64 -2.08
H 1.02 -3.61 -3.54
H 4.62 -6.97 -3.98
H 5.74 -6.91 -2.79
C 8.40 -1.95 -0.18
C 7.66 -0.86 0.57
C 6.16 -1.07 0.64
O 5.57 -1.01 -0.63
C 4.18 -1.15 -0.63
N 8.22 -0.78 1.95
H 8.25 -2.92 0.30
H 9.45 -1.75 -0.37
H 7.88 -2.05 -1.14
H 7.90 0.11 0.14
H 5.66 -0.35 1.30
H 5.99 -2.06 1.09
H 3.86 -1.99 0.00
H 3.80 -1.35 -1.64
H 3.71 -0.21 -0.31
H 7.87 -1.61 2.45
H 7.76 -0.02 2.46
C -1.48 2.02 2.26
C -1.19 1.95 0.76
C -1.00 0.51 0.33
O 0.17 0.00 0.95
C 0.48 -1.33 0.54
N -2.30 2.47 -0.07
H -1.69 3.02 2.63
H -0.57 1.64 2.73
H -2.32 1.38 2.53
H -0.28 2.50 0.52
H -0.98 0.38 -0.77
H -1.82 -0.15 0.67
H -0.37 -2.02 0.56
H 1.24 -1.63 1.26
H 0.85 -1.25 -0.48
H -3.13 1.92 0.16
H -2.47 3.44 0.16
C -6.82 1.44 2.45
C -6.40 2.24 1.24
C -5.59 3.46 1.60
O -5.38 4.32 0.47
C -4.50 5.35 0.82
N -5.57 1.38 0.38
H -5.95 1.16 3.05
H -7.30 0.49 2.19
H -7.52 2.01 3.07
H -7.32 2.61 0.75
H -4.70 3.16 2.16
H -6.15 4.11 2.29
H -3.54 4.94 1.13
H -4.81 5.98 1.66
H -4.38 5.97 -0.07
H -6.09 0.55 0.10
H -5.28 1.87 -0.46
C -0.69 2.78 -3.20
Cl -0.62 1.63 -4.53
Cl -0.04 4.36 -3.70
H -1.70 2.99 -2.85
H -0.18 2.45 -2.30
C 1.53 -6.00 0.71
Cl 2.54 -7.24 1.49
Cl 1.59 -4.51 1.67
H 1.84 -5.79 -0.31
H 0.52 -6.40 0.69
C -3.97 -2.11 0.69
Cl -3.48 -3.71 0.03
Cl -5.69 -1.85 0.48
H -3.72 -2.08 1.74
H -3.45 -1.33 0.15
*
```

Atom charges from the Mulliken analysis, given in e for atoms 1 to 5: number 1, Br, carries -0.1416; number 2, C, carries 0.0489; number 3, C, carries -0.5619; number 4, Br, carries -0.1719; number 5, H, carries -0.3369

---

No. 3
A 8-piece molecular cluster, C29H78ClN6O12 overall, computed with ωB97M-V/def2-TZVPD.

Results
* E_LUMO: 2.367 eV

Structure (ORCA input):
```
! wB97M-V def2-TZVPD RIJCOSX def2/J DEFGRID3
* xyz -1 1
Cl 0.57 -0.99 0.52
O -0.69 -0.65 -0.13
O 0.89 0.12 1.41
O 0.41 -2.21 1.28
O 1.56 -1.14 -0.52
C 6.47 1.87 -0.46
C 5.02 1.59 -0.73
C 4.18 1.50 0.51
O 4.53 2.62 -1.59
H 7.09 0.99 -0.28
H 6.60 2.51 0.41
H 6.81 2.39 -1.36
H 5.00 0.64 -1.29
H 4.51 0.69 1.17
H 3.12 1.35 0.27
H 4.21 2.46 1.04
H 3.65 2.34 -1.95
C -1.24 1.19 -5.34
O -0.62 1.65 -4.17
C 0.24 0.66 -3.64
C 1.31 1.26 -2.78
N 2.35 2.10 -3.39
C 2.88 1.65 -4.71
C 3.85 2.68 -5.21
O 3.09 3.75 -5.85
C 3.90 4.75 -6.39
H -2.33 1.27 -5.27
H -1.12 0.11 -5.50
H -0.86 1.75 -6.20
H 0.69 0.15 -4.51
H -0.35 -0.04 -3.04
H 1.90 0.42 -2.39
H 0.87 1.77 -1.92
H 1.97 3.03 -3.60
H 2.03 1.56 -5.40
H 3.39 0.68 -4.66
H 4.57 2.22 -5.91
H 4.44 3.05 -4.35
H 4.25 5.44 -5.61
H 3.26 5.38 -7.02
H 4.69 4.34 -7.03
C -4.03 -1.47 2.42
C -3.73 -0.07 3.03
C -2.36 -0.02 3.60
O -2.09 1.24 4.06
C -0.89 1.15 4.75
N -4.09 1.04 2.17
H -5.00 -1.35 1.92
H -4.22 -2.24 3.16
H -3.26 -1.70 1.67
H -4.44 -0.15 3.87
H -1.68 -0.42 2.82
H -2.26 -0.82 4.36
H -0.61 2.12 5.14
H -0.11 0.75 4.08
H -0.99 0.43 5.58
H -5.10 0.96 2.01
H -3.73 0.82 1.23
C 2.24 -4.23 -2.23
C 1.51 -5.02 -1.17
C 0.88 -6.36 -1.58
O 0.47 -7.05 -0.47
C -0.07 -8.28 -0.84
N 2.50 -5.26 -0.08
H 3.05 -4.85 -2.64
H 2.62 -3.35 -1.73
H 1.62 -4.01 -3.11
H 0.68 -4.46 -0.72
H 1.51 -6.95 -2.27
H 0.00 -6.14 -2.21
H -0.25 -8.91 0.04
H 0.62 -8.91 -1.43
H -1.02 -8.12 -1.36
H 2.39 -4.48 0.58
H 2.16 -6.04 0.49
C 0.48 -2.58 7.30
C -0.32 -2.90 6.05
C 0.57 -2.76 4.84
O 1.46 -3.88 4.84
C 2.47 -3.73 3.86
N -0.80 -4.29 6.18
H 0.69 -1.50 7.32
H 1.49 -3.01 7.26
H 0.00 -2.90 8.21
H -1.19 -2.25 5.94
H 1.12 -1.80 4.84
H 0.04 -2.92 3.89
H 3.18 -3.03 4.30
H 2.08 -3.43 2.88
H 2.98 -4.69 3.71
H -1.22 -4.72 5.37
H -0.07 -4.92 6.49
C 0.66 3.48 2.40
C -0.56 3.92 1.58
C -0.12 4.44 0.25
O -1.19 4.91 -0.52
C -0.73 5.69 -1.59
N -1.59 2.88 1.59
H 1.44 4.23 2.54
H 1.10 2.56 1.99
H 0.37 3.25 3.43
H -0.89 4.76 2.22
H 0.42 3.64 -0.30
H 0.62 5.23 0.44
H -1.50 5.81 -2.36
H 0.10 5.19 -2.13
H -0.29 6.65 -1.26
H -2.05 2.99 0.66
H -1.05 2.02 1.38
C -5.62 2.79 -2.13
C -4.83 2.12 -0.98
C -4.84 0.60 -1.15
O -6.09 0.07 -0.75
C -6.21 -1.32 -1.07
N -3.38 2.49 -0.92
H -5.21 2.51 -3.09
H -5.53 3.88 -2.09
H -6.65 2.42 -2.05
H -5.32 2.39 -0.04
H -4.04 0.17 -0.53
H -4.57 0.34 -2.19
H -7.16 -1.68 -0.66
H -5.43 -1.93 -0.59
H -6.15 -1.50 -2.15
H -3.21 3.49 -1.08
H -2.87 2.09 -1.71
*
```

Atom charges from the Mulliken analysis, given in e for atoms 1 to 5: number 1, Cl, carries 1.2527; number 2, O, carries -0.5545; number 3, O, carries -0.5232; number 4, O, carries -0.5649; number 5, O, carries -0.5094

---

- Which value of E_LUMO does entry 2 give?
  0.257 eV

---

- E_LUMO of number 2 (C29H76Br2Cl6N6O6)?
  0.257 eV

---

- The highest E_LUMO belongs to which entry?
  C29H78ClN6O12

---

- The lowest E_LUMO belongs to which entry?
  C29H75N5O13Sr2